A cluster of 3 separate species, C22H47BF3N2O12P4 in total. Source: OMol25; level of theory: wB97M-V/def2-TZVPD.

```
91
Properties=species:S:1:pos:R:3
C 3.61791 -1.43795 0.60341
P 3.78233 0.44879 0.26933
O 4.79883 0.98891 1.52510
C 2.00700 1.09244 0.42084
N 0.97981 0.20920 -0.13298
C -0.43498 0.49783 -0.14731
P -1.59098 -0.81948 -0.89927
N -3.02043 -0.26233 -1.35147
C -0.99230 1.81568 0.42558
C -2.53661 2.24297 0.47668
C -3.34671 1.34265 1.52109
O -2.48311 0.99520 2.64462
C -4.62024 2.10048 2.14610
F -5.61054 1.08352 2.39427
F -4.31486 2.64754 3.43207
F -5.22141 3.04098 1.27927
C 0.07611 2.82221 1.01429
C 1.60945 2.48323 1.05449
C 2.69552 3.45726 1.67884
B 2.06901 4.65345 2.62197
O 1.78246 5.98212 2.18135
O 1.75736 4.26052 3.99309
H 2.55403 -1.62004 1.02321
H 3.70243 -2.05988 -0.34676
H 4.33812 -1.72618 1.43753
H 5.41276 1.63228 1.08113
H 1.27625 -0.68870 -0.56503
H -1.62980 -1.91222 0.03343
H -0.90522 -1.26330 -2.10062
H -3.70311 -0.83686 -0.80912
H -3.00133 2.23337 -0.56944
H -2.57000 3.33373 0.84897
H -3.71641 0.36369 1.06970
H -3.01432 0.37171 3.18870
H -0.35630 3.80619 1.40263
H 3.28620 3.98319 0.83765
H 3.44482 2.91152 2.37122
H 2.10764 6.11765 1.26591
H 2.55154 4.47696 4.53901
O -8.82230 -3.52289 3.88185
P -9.48679 -3.67273 2.50742
O -8.14656 -4.25514 1.72052
C -7.82575 -5.62798 1.91632
C -8.83149 -6.54205 1.23856
O -9.35197 -2.05966 2.14048
C -9.17275 -1.06139 3.13973
C -7.70078 -0.75640 3.32852
O -10.35060 -3.87587 1.04294
C -10.46356 -2.88837 0.02218
C -9.16876 -2.63522 -0.72828
H -7.76433 -5.84660 2.98707
H -6.83581 -5.79334 1.48492
H -9.81581 -6.45867 1.71025
H -8.51250 -7.58476 1.30248
H -8.95484 -6.27260 0.18699
H -9.65787 -1.34522 4.07587
H -9.68276 -0.15975 2.78759
H -7.11801 -1.65913 3.53801
H -7.54981 -0.04693 4.14427
H -7.28204 -0.32890 2.41362
H -10.89356 -1.96748 0.42006
H -11.19885 -3.27385 -0.69119
H -8.38184 -2.24791 -0.08062
H -9.33262 -1.90667 -1.52658
H -8.79185 -3.56181 -1.16823
O 7.83813 0.60729 -1.20562
P 8.71218 0.21918 -2.40741
O 9.59650 1.62072 -2.45050
C 10.64875 1.75448 -1.49994
C 11.80309 0.81618 -1.80452
O 7.53868 0.58990 -3.52216
C 6.16275 0.66717 -3.17701
C 5.77728 2.09505 -2.85006
O 9.67934 -0.35274 -3.69830
C 9.38950 -0.15886 -5.08110
C 9.55065 1.27794 -5.54278
H 10.26310 1.57861 -0.49074
H 10.99802 2.78814 -1.54787
H 11.50132 -0.22894 -1.67930
H 12.64531 1.00792 -1.13621
H 12.13671 0.93304 -2.83816
H 5.91796 -0.02193 -2.36522
H 5.59280 0.33302 -4.04934
H 6.42203 2.52836 -2.07875
H 4.74079 2.15218 -2.51057
H 5.88957 2.73184 -3.73342
H 8.40655 -0.56222 -5.33112
H 10.10955 -0.77397 -5.62977
H 8.86324 1.95681 -5.03776
H 9.36277 1.35128 -6.61695
H 10.56161 1.63703 -5.33627
```

Summary:
2S+1: 1
net charge: +1
LUMO level: -4.73 eV
HOMO energy: -11.12 eV
total energy: -97098.9654 eV

=====

A cluster of 4 separate species, C22H47F3O11 in total. Source: OMol25; level of theory: wB97M-V/def2-TZVPD.

```
83
Properties=species:S:1:pos:R:3
C 0.91330 -0.77549 -1.31514
C 1.50808 -0.26364 -0.02710
O 0.54156 0.41317 0.79407
C 0.85416 0.49686 2.09206
O 1.85803 0.09756 2.59181
C -0.26637 1.07351 2.96841
F 0.21063 1.92783 3.83774
F -1.19873 1.67381 2.25615
F -0.81820 0.08776 3.65211
H 0.16512 -1.55646 -1.21335
H 1.80408 -1.23455 -1.75552
H 0.52493 -0.00270 -1.97845
H 2.48008 0.21682 -0.12154
H 1.72631 -1.16770 0.55631
C -2.48008 -7.74303 -0.64778
O -3.02707 -7.80013 -1.92832
C -2.48498 -6.92273 -2.90457
C -2.68568 -5.42768 -2.55956
O -1.93768 -5.05761 -1.41295
C -1.69872 -3.67930 -1.24728
C -2.96237 -2.83569 -1.10930
O -3.59170 -2.62132 -2.35412
C -3.06587 -1.58727 -3.15394
H -1.40395 -7.92623 -0.52052
H -2.86260 -8.53338 0.00794
H -2.71563 -6.80513 -0.14402
H -3.03696 -7.21715 -3.79187
H -1.41162 -7.00554 -3.10313
H -3.72549 -5.17580 -2.35225
H -2.30713 -4.91043 -3.45040
H -1.01296 -3.29432 -2.01418
H -1.12278 -3.60219 -0.31876
H -2.77499 -1.92486 -0.52790
H -3.67765 -3.42732 -0.52972
H -3.27331 -1.90448 -4.17728
H -1.97185 -1.51423 -3.12234
H -3.44866 -0.57848 -2.98597
C -3.34864 2.34134 -4.94125
O -3.34930 1.75793 -6.25574
C -2.25316 0.90424 -6.54311
C -0.90759 1.51245 -6.37350
O -0.54609 1.38562 -4.98406
C 0.79921 1.69727 -4.64081
C 1.59085 2.57996 -5.60051
O 1.09281 3.89103 -5.70828
C 1.61775 4.58077 -6.81410
H -3.28628 1.54890 -4.19193
H -4.34723 2.77223 -4.90156
H -2.53474 3.05968 -4.87631
H -2.34611 0.68814 -7.61379
H -2.39859 -0.07157 -6.06881
H -0.97744 2.59831 -6.50935
H -0.13741 1.13173 -7.04728
H 1.25812 0.69680 -4.71949
H 0.98735 1.87213 -3.58210
H 1.78411 2.05410 -6.53939
H 2.57403 2.68897 -5.11386
H 2.70192 4.72068 -6.75188
H 1.11207 5.54352 -6.86693
H 1.38837 4.07186 -7.75908
C 4.03715 2.40064 3.85903
O 3.83245 3.61908 4.56618
C 4.09567 3.49165 5.93443
C 2.91795 2.99540 6.78506
O 2.95460 1.61066 7.05310
C 3.08263 1.25542 8.42047
C 1.71979 1.26805 9.12367
O 1.04844 2.49679 9.02214
C -0.29435 2.38180 9.43952
H 3.80195 2.49320 2.79989
H 3.34709 1.61751 4.18213
H 5.08565 2.15695 4.02847
H 4.44607 4.46273 6.28165
H 4.87794 2.74593 6.13729
H 1.94952 3.19881 6.30213
H 2.74846 3.64834 7.64920
H 3.77820 1.94502 8.90939
H 3.44171 0.22700 8.41820
H 1.78192 0.94333 10.16954
H 1.17770 0.46301 8.60483
H -0.67465 3.39893 9.45858
H -0.38496 1.96991 10.45382
H -0.86818 1.69128 8.81505
```

Summary:
SMILES string: CCOC(=O)C(F)(F)F.COCCOCCOC.COCCOCCOC.COCCOCCOC
2S+1: 1
LUMO level: 0.44 eV
HOMO energy: -9.13 eV
total energy: -54244.4598 eV

=====

A structure of composition C22H47NOP2SiZr. Source: OMol25; level of theory: wB97M-V/def2-TZVPD.

```
75
Properties=species:S:1:pos:R:3
Zr -0.04415 -0.39726 0.08787
Si 0.24231 -2.40676 -1.61998
P 0.53199 1.06985 -2.08167
N -1.94662 -0.04675 -0.29828
H 1.27675 0.99830 1.08348
C 0.82373 2.86283 -1.95191
H 1.02138 3.28361 -2.94737
H 1.68166 3.04559 -1.29342
H -0.06141 3.34496 -1.51709
C 1.97683 0.54564 -3.07116
H 2.06278 1.21370 -3.93918
H 1.85676 -0.48958 -3.41024
H 2.88795 0.61539 -2.46303
C -0.82124 1.01903 -3.31576
H -0.52689 1.59538 -4.20313
H -1.72825 1.45344 -2.87592
H -1.03757 -0.01772 -3.59726
C 1.95580 -3.21518 -1.69556
H 2.34523 -3.38830 -0.68224
H 2.66394 -2.58729 -2.25259
H 1.85502 -4.18397 -2.20911
H -0.66261 -3.54025 -1.24690
H -0.04898 -2.13145 -3.06252
C -3.24009 -0.01798 -0.62084
C -5.47718 0.87077 -0.24904
C -4.10714 0.97786 -0.07635
C -3.79202 -1.02643 -1.47730
C -5.16676 -1.11399 -1.63394
C -6.01200 -0.18119 -1.01254
H -6.13365 1.60253 0.21069
H -3.65022 1.78696 0.50068
H -3.09816 -1.73514 -1.93760
H -5.58444 -1.91172 -2.24063
H -7.09165 -0.26745 -1.12761
C 3.09182 -0.16228 0.77464
O 2.11553 -0.92124 0.43816
C 3.16009 0.73568 1.94850
H 4.12070 1.29256 1.88920
H 3.17872 0.17390 2.90975
H 2.35839 1.51950 2.00585
C 4.40751 -0.46990 0.14077
H 4.97641 0.45789 -0.00565
H 4.30098 -0.99303 -0.79950
H 4.99775 -1.09786 0.82666
C -1.01965 -4.10862 1.94878
C -1.64101 -3.03701 2.85026
C -1.63194 -3.49748 4.31582
P -0.91667 -1.36882 2.50582
C -2.23254 -0.13618 2.97823
C -3.01616 -0.46218 4.25829
C -1.68198 1.29846 2.97623
C 0.56900 -1.11125 3.59406
C 0.26806 -0.86962 5.07403
C 1.58461 -2.24649 3.40114
H 0.04204 -4.27440 2.18138
H -1.10691 -3.85908 0.88331
H -1.54986 -5.05768 2.11679
H -2.69565 -2.90366 2.54577
H -0.62222 -3.74047 4.67135
H -2.09301 -2.78034 5.00352
H -2.22387 -4.42275 4.38103
H -2.93212 -0.22608 2.13190
H -2.37609 -0.44879 5.14948
H -3.78989 0.30523 4.39828
H -3.52649 -1.42911 4.19145
H -1.30562 1.60556 1.98881
H -2.50437 1.97958 3.23461
H -0.87621 1.43885 3.71099
H 1.01718 -0.18962 3.18529
H -0.22465 -1.73407 5.53763
H 1.22277 -0.71896 5.59824
H -0.33797 0.02643 5.24404
H 1.86036 -2.37390 2.34622
H 2.50418 -1.98904 3.94563
H 1.21828 -3.20606 3.79272
```

Summary:
2S+1: 1
LUMO level: -0.33 eV
HOMO energy: -6.30 eV
energy relative to the best compared isomer or geometry (same formula, charge and spin): 23.34 kcal per mole
total energy: -54847.8129 eV